(1)
The following is a quantum chemistry calculation of the molecule C3H3N3O, from the OMol25 dataset.

**SMILES**: [H]/N=N/C=C\N=C=O
**DFT total energy**: -9675.2733 eV
**HOMO level**: -9.400 eV
**ΔE to the lowest compared entry with this formula, charge and spin**: 210.43 kJ/mol

Structure (ORCA input):
```
! wB97M-V def2-TZVPD RIJCOSX def2/J DEFGRID3
* xyz 0 1
H 1.852 1.879 0.213
N 0.825 1.981 0.134
N 0.418 0.814 -0.005
C -0.944 0.554 -0.134
C -1.205 -0.770 -0.153
N -0.206 -1.724 -0.020
C 0.989 -1.444 0.135
O 2.144 -1.458 0.296
H -1.674 1.349 -0.200
H -2.201 -1.181 -0.265
*
```

(2)
The following is a quantum chemistry calculation of a cluster of 2 separate species, C7H18O5P2S in total, from the OMol25 dataset.

**SMILES**: CC(=O)OCPP(O)(O)=S.CCOCC
**DFT total energy**: -47201.9114 eV
**HOMO level**: -9.006 eV

Structure (ORCA input):
```
! wB97M-V def2-TZVPD RIJCOSX def2/J DEFGRID3
* xyz 0 1
C 5.646 1.013 -1.901
C 4.671 1.652 -2.846
O 4.470 1.232 -3.952
O 4.075 2.824 -2.471
C 3.406 2.909 -1.216
P 1.599 2.489 -1.272
P 1.501 0.299 -1.051
O 2.960 -0.170 -0.553
O 1.432 -0.397 -2.483
S 0.111 -0.207 0.164
H 5.846 0.017 -2.286
H 5.287 0.911 -0.884
H 6.581 1.573 -1.907
H 3.441 3.957 -0.921
H 3.898 2.345 -0.425
H 1.333 2.719 -2.634
H 3.134 0.289 0.282
H 1.191 0.229 -3.178
C -4.112 -1.558 0.105
C -3.248 -2.226 1.161
O -2.828 -1.355 2.194
C -3.855 -0.754 2.957
C -4.746 -1.743 3.690
H -3.595 -0.695 -0.315
H -4.329 -2.263 -0.699
H -5.065 -1.215 0.510
H -2.330 -2.586 0.698
H -3.757 -3.102 1.580
H -4.460 -0.086 2.331
H -3.337 -0.124 3.680
H -5.319 -2.366 3.002
H -5.456 -1.208 4.321
H -4.146 -2.403 4.318
*
```

(3)
The following is a quantum chemistry calculation of a cluster of 6 separate species, C20H28F5IO21PS7 in total, from the OMol25 dataset.

**DFT total energy**: -171000.7947 eV
**HOMO level**: -12.589 eV

Structure (ORCA input):
```
! wB97M-V def2-TZVPD RIJCOSX def2/J DEFGRID3
* xyz 1 1
O 3.360 -0.529 -2.426
C 3.056 0.604 -2.199
I 3.876 2.273 -3.355
C 2.072 1.010 -1.030
P 0.586 -0.103 -0.831
S -0.503 0.677 0.836
S 1.093 -2.087 -0.229
C -0.624 -0.073 -2.291
F -1.273 -1.326 -2.287
F -1.572 0.934 -2.073
C 0.029 0.095 -3.693
C 0.381 -1.114 -4.515
C 0.970 -1.007 -5.884
C 1.243 0.313 -6.503
C 0.902 1.542 -5.700
C 1.161 2.924 -6.397
F 0.054 3.774 -6.304
F 1.353 2.744 -7.769
F 2.264 3.598 -5.887
C 0.317 1.418 -4.339
H 1.771 2.105 -1.109
H 2.656 0.931 -0.053
H -0.933 1.901 0.325
H 1.707 -2.744 -1.273
H 0.180 -2.150 -4.142
H 1.195 -1.933 -6.482
H 1.656 0.378 -7.547
H 0.067 2.376 -3.813
C 4.992 -4.132 1.960
C 5.317 -5.183 0.916
O 4.258 -6.136 1.011
S 2.900 -5.374 1.436
O 2.141 -5.117 0.249
O 2.351 -6.031 2.568
O 3.566 -3.980 1.917
H 5.268 -4.471 2.960
H 5.482 -3.181 1.753
H 6.279 -5.660 1.091
H 5.300 -4.758 -0.092
C -2.493 6.088 1.644
C -2.754 4.834 2.454
O -1.984 3.813 1.803
S -0.652 4.480 1.176
O 0.422 4.269 2.083
O -0.578 4.110 -0.205
O -1.106 6.017 1.277
H -3.087 6.098 0.729
H -2.690 6.995 2.213
H -3.809 4.566 2.478
H -2.383 4.937 3.477
C -2.504 -3.277 0.838
C -2.830 -4.537 0.057
O -3.554 -5.359 0.971
S -4.410 -4.417 1.969
O -5.740 -4.330 1.475
O -4.109 -4.788 3.306
O -3.658 -3.021 1.638
H -1.654 -3.436 1.508
H -2.298 -2.428 0.186
H -1.936 -5.049 -0.298
H -3.483 -4.318 -0.793
C 3.367 -0.508 5.804
C 3.515 -1.712 6.715
O 3.636 -2.830 5.831
S 4.387 -2.360 4.481
O 5.765 -2.699 4.592
O 3.587 -2.749 3.357
O 4.241 -0.762 4.702
H 2.347 -0.426 5.419
H 3.641 0.422 6.302
H 2.662 -1.838 7.380
H 4.432 -1.650 7.308
C -4.709 3.170 -1.468
C -5.733 3.061 -0.353
O -5.880 4.394 0.143
S -5.666 5.438 -1.076
O -6.940 5.815 -1.572
O -4.680 6.388 -0.683
O -5.000 4.405 -2.126
H -3.692 3.229 -1.068
H -4.773 2.340 -2.171
H -5.413 2.387 0.441
H -6.703 2.734 -0.737
*
```

(4)
The following is a quantum chemistry calculation of a structure of composition C15H25N8PRh, from the OMol25 dataset.

**DFT total energy**: -40152.1624 eV
**HOMO level (spin up / spin down)**: -17.874 / -17.874 eV

Structure (ORCA input):
```
! wB97M-V def2-TZVPD RIJCOSX def2/J DEFGRID3
* xyz 3 1
Rh -0.803 1.040 -0.244
C -0.641 -4.361 1.186
N -1.246 -3.096 0.868
C -2.564 -2.878 0.689
C -2.708 -1.543 0.371
N -1.489 -0.966 0.363
C -0.599 -1.923 0.674
P 1.227 -1.775 0.888
C 1.163 -0.283 1.961
N 0.437 0.824 1.762
C 0.677 1.634 2.809
C 1.570 1.007 3.670
N 1.864 -0.181 3.125
C 2.755 -1.171 3.669
C 1.605 -0.866 -0.668
N 1.024 0.248 -1.143
C 1.644 0.557 -2.300
C 2.629 -0.379 -2.536
N 2.588 -1.257 -1.513
C 3.427 -2.416 -1.361
H -1.409 -5.133 1.213
H -0.147 -4.327 2.158
H 0.097 -4.628 0.429
H -3.312 -3.644 0.779
H -3.615 -1.003 0.172
H 0.224 2.599 2.925
H 1.975 1.358 4.600
H 3.194 -0.801 4.595
H 3.560 -1.394 2.968
H 2.217 -2.095 3.885
H 1.379 1.410 -2.895
H 3.315 -0.457 -3.359
H 4.075 -2.518 -2.230
H 2.817 -3.314 -1.272
H 4.052 -2.329 -0.471
N -2.068 1.109 -2.261
C -2.128 2.393 -2.978
C -2.654 3.527 -2.097
C -1.637 4.052 -1.086
N -1.497 3.208 0.101
H -1.723 0.392 -2.901
H -3.020 0.837 -2.001
H -2.791 2.303 -3.849
H -1.132 2.646 -3.356
H -3.573 3.219 -1.591
H -2.919 4.356 -2.754
H -1.963 5.055 -0.765
H -0.656 4.185 -1.557
H -2.398 3.140 0.587
H -0.822 3.637 0.740
*
```

(5)
The following is a quantum chemistry calculation of a cluster of 2 separate species, C2F2O4S in total, from the OMol25 dataset.

**DFT total energy**: -26532.4375 eV
**HOMO level (spin up / spin down)**: -1.968 / 1.095 eV
**ΔE to the lowest compared entry with this formula, charge and spin**: 78.74 kJ/mol

Structure (ORCA input):
```
! wB97M-V def2-TZVPD RIJCOSX def2/J DEFGRID3
* xyz -2 1
C 2.142 1.214 -0.580
C 0.693 0.930 -0.203
O 2.884 0.504 0.110
O -3.639 -1.614 1.051
O 2.346 1.896 -1.568
O -2.461 -3.564 0.076
F 0.627 0.655 1.150
F -0.153 2.080 -0.308
S -2.439 -2.103 0.272
*
```

(6)
The following is a quantum chemistry calculation of a structure of composition C11H17B2CrN7, from the OMol25 dataset.

**Expectation value of S²**: 6.016
**DFT total energy**: -51886.6923 eV
**HOMO level (spin up / spin down)**: -8.574 / -8.574 eV
**ΔE to the lowest compared entry with this formula, charge and spin**: 196.09 kJ/mol

Structure (ORCA input):
```
! wB97M-V def2-TZVPD RIJCOSX def2/J DEFGRID3
* xyz 0 5
H 1.129 3.564 0.752
N 0.754 1.921 -0.527
B -0.065 0.463 -2.592
N 0.325 1.801 -1.863
C 0.535 2.994 -2.457
Cr 1.669 0.592 0.911
H 0.490 3.100 -3.532
C 0.861 3.931 -1.480
H 1.022 4.985 -1.604
C 0.950 3.234 -0.275
H -0.015 0.586 -3.787
C -2.594 -2.484 3.415
H -2.062 -3.105 4.122
H -1.901 -1.836 2.901
H -3.117 -3.114 2.709
N -1.617 0.028 -2.306
N 0.937 -0.640 -2.089
N -1.845 -0.118 -1.020
N 1.412 -0.753 -0.771
C -2.823 -0.245 -2.957
C 1.659 -1.492 -2.846
H -2.996 -0.199 -4.040
H 1.640 -1.441 -3.928
C -3.776 -0.579 -1.945
C 2.411 -2.309 -2.005
C -3.086 -0.477 -0.740
C 2.208 -1.842 -0.708
H -4.826 -0.868 -2.030
H 3.033 -3.141 -2.278
H -3.460 -0.640 0.238
H 2.562 -2.194 0.267
H -3.270 -1.910 3.915
B 2.504 0.351 5.345
C 1.942 0.369 3.902
N 1.616 0.405 2.770
H 1.795 1.172 5.889
H 3.626 0.717 5.025
H 2.375 -0.826 5.619
*
```

(7)
The following is a quantum chemistry calculation of a cluster of 2 separate species, C3H11N3 in total, from the OMol25 dataset.

**Expectation value of S²**: 0.758
**DFT total energy**: -7749.8628 eV
**HOMO level (spin up / spin down)**: -11.594 / -11.594 eV
**ΔE to the lowest compared entry with this formula, charge and spin**: 147.27 kJ/mol

Structure (ORCA input):
```
! wB97M-V def2-TZVPD RIJCOSX def2/J DEFGRID3
* xyz 1 2
C 0.074 -4.138 -1.152
C -1.353 -3.473 0.566
N -0.869 -3.202 -0.551
H -0.048 -5.170 -0.833
H 1.084 -3.803 -0.963
H -0.011 -4.079 -2.242
H -2.045 -2.777 1.045
H -1.118 -4.303 1.234
N 0.769 3.073 -0.768
C 0.465 2.846 0.624
N 0.576 4.146 1.233
H 0.290 3.800 -1.300
H 1.760 3.232 -0.950
H -0.526 2.442 0.778
H 1.207 2.175 1.033
H -0.203 4.772 1.055
H 1.497 4.570 1.281
*
```

(8)
The following is a quantum chemistry calculation of a structure of composition C5H13NNiO2SSi2, from the OMol25 dataset.

**Expectation value of S²**: 2.017
**DFT total energy**: -78595.6500 eV
**HOMO level (spin up / spin down)**: -14.907 / -14.906 eV

Structure (ORCA input):
```
! wB97M-V def2-TZVPD RIJCOSX def2/J DEFGRID3
* xyz 2 3
C 1.438 0.044 2.854
O 0.039 0.230 2.952
C -0.735 -0.932 2.772
C -0.710 -1.465 1.353
C -1.640 -0.640 0.429
Si -0.702 0.660 -0.448
O -0.524 0.331 -2.104
Si 0.633 1.110 -2.897
N 0.546 0.549 -4.650
C 1.260 -0.252 -5.136
S 2.196 -1.367 -5.787
H 1.716 -1.006 2.900
H 1.823 0.460 1.923
H 1.919 0.563 3.673
H -1.760 -0.643 2.992
H -0.471 -1.705 3.492
H -1.075 -2.488 1.356
H 0.301 -1.507 0.954
H -2.060 -1.289 -0.338
H -2.466 -0.213 0.988
H 0.655 0.903 0.065
H -1.465 2.015 -0.400
H 1.984 0.857 -2.406
H 0.306 2.574 -2.956
Ni -1.207 3.212 -1.580
*
```

(9)
The following is a quantum chemistry calculation of a cluster of 2 separate species, C4H9NO in total, from the OMol25 dataset.

**DFT total energy**: -7824.6049 eV
**HOMO level (spin up / spin down)**: -8.169 / -8.132 eV
**ΔE to the lowest compared entry with this formula, charge and spin**: 744.39 kJ/mol

Structure (ORCA input):
```
! wB97M-V def2-TZVPD RIJCOSX def2/J DEFGRID3
* xyz 0 1
C -0.914 -0.226 1.021
C -0.840 0.450 -1.939
C 0.468 -0.364 2.961
C -1.503 -0.670 -1.380
N 0.251 -0.423 1.473
O 1.270 -0.834 0.831
H -1.758 0.241 1.588
H 0.225 0.398 -1.654
H -1.097 0.461 -2.991
H -1.228 1.389 -1.533
H -0.106 -1.271 3.292
H 1.599 -0.542 3.329
H 0.029 0.581 3.429
H -1.068 -1.701 -1.457
H -2.427 -0.823 -0.983
*
```

Number 1: largest force on an atom 0.9 eV/Å. Number 2: largest force on an atom 1.0 eV/Å. Number 3: largest force on an atom 5.9 eV/Å. Number 4: largest force on an atom 2.5 eV/Å. Number 5: largest force on an atom 4.3 eV/Å. Number 6: largest force on an atom 4.7 eV/Å. Number 7: largest force on an atom 1.5 eV/Å. Number 8: largest force on an atom 0.9 eV/Å. Number 9: largest force on an atom 5.9 eV/Å.